{
  "formula": "C17H22N2O5S",
  "method": "wB97M-V/def2-TZVPD",
  "total_charge": 0,
  "orbital_gap_ev": 8.433,
  "lumo_ev": -0.2681,
  "total_energy_ha": -1544.29128,
  "elements": ["S", "O", "O", "O", "O", "O", "N", "N", "C", "C", "C", "C", "C", "C", "C", "C", "C", "C", "C", "C", "C", "C", "C", "C", "C", "H", "H", "H", "H", "H", "H", "H", "H", "H", "H", "H", "H", "H", "H", "H", "H", "H", "H", "H", "H", "H", "H"],
  "positions_angstrom": [[-1.972, 0.357, 0.025], [-2.506, 1.770, 0.450], [1.207, -0.104, -2.909], [3.811, -0.438, 0.589], [4.059, -2.815, -2.062], [-2.437, 0.256, -1.223], [4.110, -0.343, -2.240], [-2.561, -0.841, 1.061], [0.585, 1.222, 0.832], [-0.366, 0.079, 0.156], [2.416, -0.217, 0.354], [-5.157, -0.179, 2.574], [-2.750, -0.590, 2.353], [0.262, -0.896, -0.259], [2.249, 0.429, -3.630], [4.481, -1.440, -0.037], [-3.597, 0.563, 4.494], [0.615, 2.098, -3.716], [0.169, 0.911, -3.204], [-3.940, 0.257, 2.761], [1.448, -1.149, -0.243], [2.033, 1.841, -3.810], [1.797, 0.800, 0.978], [4.017, -1.573, -1.753], [3.557, -0.365, -3.487], [-3.604, -0.981, 0.431], [0.079, 1.987, 1.055], [-1.619, -0.298, 2.583], [2.781, 2.538, -4.218], [-0.425, -1.699, -0.746], [5.422, -1.734, 0.135], [-3.800, 1.376, 2.418], [2.724, 1.706, 1.344], [-2.703, 0.857, 4.789], [0.214, 3.200, -3.630], [2.139, -2.042, -0.469], [-0.883, 0.441, -2.840], [4.237, 0.424, -4.128], [-2.937, -1.571, 2.848], [-5.870, 0.573, 3.010], [-5.387, -0.429, 1.546], [3.542, -1.259, -3.891], [4.054, 0.460, -1.615], [-3.791, -0.460, 5.021], [3.957, -2.510, 0.428], [-5.251, -1.360, 3.032], [-4.405, 1.147, 4.845]]
}

***

{
  "formula": "C20H70F3O20V",
  "method": "wB97M-V/def2-TZVPD",
  "total_charge": 0,
  "orbital_gap_ev": 7.404,
  "lumo_ev": -1.8941,
  "total_energy_ha": -3552.08638,
  "elements": ["V", "F", "F", "F", "O", "O", "O", "O", "O", "O", "O", "O", "O", "O", "O", "O", "O", "O", "O", "O", "O", "O", "O", "O", "C", "C", "C", "C", "C", "C", "C", "C", "C", "C", "C", "C", "C", "C", "C", "C", "C", "C", "C", "C", "H", "H", "H", "H", "H", "H", "H", "H", "H", "H", "H", "H", "H", "H", "H", "H", "H", "H", "H", "H", "H", "H", "H", "H", "H", "H", "H", "H", "H", "H", "H", "H", "H", "H", "H", "H", "H", "H", "H", "H", "H", "H", "H", "H", "H", "H", "H", "H", "H", "H", "H", "H", "H", "H", "H", "H", "H", "H", "H", "H", "H", "H", "H", "H", "H", "H", "H", "H", "H", "H"],
  "positions_angstrom": [[43.895, -27.894, -14.577], [45.100, -31.789, -17.224], [43.334, -30.568, -17.872], [44.928, -30.915, -19.203], [41.346, -31.496, -21.944], [42.535, -27.503, -16.526], [44.738, -28.234, -17.732], [47.844, -24.900, -23.206], [44.197, -22.360, -16.487], [46.629, -31.706, -14.708], [49.268, -32.051, -18.797], [46.359, -34.453, -15.685], [44.356, -22.628, -19.143], [44.409, -26.367, -14.866], [42.415, -29.821, -14.524], [45.419, -29.274, -15.892], [42.658, -26.236, -22.316], [42.756, -23.947, -20.956], [49.614, -29.988, -16.997], [41.896, -34.967, -18.010], [50.268, -26.506, -18.747], [48.009, -28.214, -15.384], [47.418, -28.851, -21.469], [44.646, -28.433, -13.274], [50.945, -29.584, -16.906], [46.697, -28.705, -22.673], [42.991, -31.070, -14.285], [47.975, -31.878, -14.879], [44.808, -23.606, -16.210], [45.381, -29.450, -17.305], [47.020, -25.027, -22.056], [44.338, -26.441, -19.156], [41.284, -28.026, -16.841], [45.822, -35.052, -14.530], [42.321, -33.941, -17.123], [47.969, -31.912, -19.262], [44.698, -30.664, -17.930], [45.078, -21.654, -19.826], [48.074, -26.893, -15.877], [41.546, -23.708, -20.259], [43.153, -26.008, -23.634], [49.339, -27.355, -19.357], [44.832, -27.863, -19.130], [41.935, -31.623, -20.646], [48.224, -29.339, -21.650], [42.537, -31.493, -13.389], [41.242, -31.247, -19.894], [49.004, -28.053, -18.589], [41.592, -32.240, -22.498], [40.798, -23.327, -20.955], [48.003, -32.418, -20.227], [44.158, -22.158, -17.425], [44.495, -26.019, -20.149], [46.421, -33.509, -15.522], [47.291, -24.851, -23.989], [42.879, -33.177, -17.664], [40.482, -27.811, -16.134], [48.443, -30.893, -14.874], [41.461, -29.885, -14.442], [42.881, -34.328, -16.271], [45.841, -21.234, -19.171], [47.114, -28.559, -15.414], [46.426, -34.763, -13.670], [45.526, -22.074, -20.726], [44.370, -20.878, -20.117], [46.415, -29.378, -17.644], [47.326, -32.503, -18.610], [49.872, -27.899, -20.137], [41.382, -33.477, -16.822], [41.253, -24.605, -19.713], [44.821, -34.665, -14.342], [43.897, -23.148, -19.806], [42.531, -24.602, -21.621], [47.452, -24.548, -21.177], [44.265, -28.394, -19.895], [47.537, -26.787, -16.819], [42.462, -27.164, -22.164], [46.354, -30.920, -15.185], [46.896, -26.075, -21.784], [49.109, -26.624, -16.089], [43.285, -26.354, -18.888], [40.907, -27.686, -17.806], [44.079, -26.549, -23.830], [43.187, -27.728, -17.194], [51.001, -28.498, -16.981], [45.878, -27.711, -19.396], [51.386, -29.872, -15.952], [51.590, -29.963, -17.699], [48.120, -32.268, -15.886], [45.730, -36.137, -14.583], [44.801, -23.892, -15.158], [47.679, -30.868, -19.381], [48.358, -32.620, -14.179], [49.093, -29.368, -16.482], [42.929, -31.670, -15.193], [44.063, -31.078, -14.091], [47.126, -27.919, -23.294], [41.181, -34.669, -18.577], [42.092, -32.659, -20.344], [45.871, -23.676, -16.444], [46.853, -29.634, -23.221], [43.441, -24.972, -23.816], [47.735, -26.052, -15.272], [41.348, -29.114, -16.862], [44.351, -24.447, -16.732], [46.031, -24.613, -22.250], [44.909, -25.807, -18.477], [42.418, -26.323, -24.374], [49.331, -31.298, -18.205], [45.625, -28.590, -22.514], [48.484, -26.780, -19.712], [42.878, -31.076, -20.659], [41.711, -22.892, -19.556], [51.080, -26.588, -19.253]]
}